No. 1
The following is a quantum chemistry calculation of C37H28N4P2Se2V as an isolated structure, from the Open Molecules 2025 dataset.

The geometry in ORCA input format:
```
! RIJCOSX wB97M-V def2-TZVPD def2/J DEFGRID3
* xyz 0 4
Se 0.35606 0.43634 -2.83143
Se -0.55769 -1.81541 4.26063
V -0.74161 -1.85595 -2.73029
P -1.33677 -0.28508 3.03634
P 0.36594 0.62676 -0.65757
N -2.29224 -1.78296 1.07979
N -2.19504 -2.17503 -0.16150
N -1.26984 -1.45231 -0.78521
N -0.34627 -2.23122 -4.75941
C -0.66793 -1.87167 -7.09890
C 0.87528 -3.15208 -2.54031
C -0.97290 2.47620 3.45255
C 0.49297 -2.58859 -7.35094
C -1.49004 2.64868 -0.51980
C 3.22732 -4.74380 -2.75041
C -1.93265 3.93095 -0.25793
C -5.71781 0.86666 3.78819
C 0.66301 3.20535 0.40138
C -3.71073 -0.26958 4.47353
C 1.00894 1.11755 3.45852
C -1.04701 -1.72731 -5.78249
C 3.09047 1.07900 -0.46791
C 2.24032 -0.76939 0.82363
C 4.59250 -0.27540 0.82817
C -0.76306 -0.55193 0.08494
C 1.50870 -3.70528 -1.41763
C -0.36848 1.23493 3.26150
C -0.21346 3.57504 3.83550
C -5.03599 0.08330 4.70301
C 1.48032 -3.46095 -3.77668
C -3.06750 0.16785 3.32678
C -3.76121 0.94542 2.39959
C -1.40733 -0.77650 1.28282
C 1.76514 2.21710 3.82653
C 2.65746 -4.47892 -1.50902
C 3.53215 -1.05899 1.24607
C -1.07256 4.86524 0.30948
C 0.78914 -2.93193 -4.99026
C 2.01080 0.31215 -0.01924
C 0.22018 4.50212 0.63812
C 1.21480 -3.11842 -6.30551
C 2.62943 -4.23620 -3.89216
C 1.15146 3.44630 4.02633
C -5.07858 1.29827 2.62984
C 4.37144 0.79561 -0.03391
C -0.18260 2.27907 -0.19285
H 1.73797 4.30062 4.33978
H 5.20300 1.39287 -0.38024
H 1.47508 0.14390 3.39826
H 1.08536 -3.53123 -0.43093
H -5.53572 -0.26675 5.59600
H 0.88715 5.21790 1.09601
H -3.27448 1.26806 1.48607
H -2.94540 4.21285 -0.50924
H -1.94261 -1.17121 -5.51486
H 3.07201 -4.46040 -4.85300
H -1.26434 -1.43997 -7.88626
H 2.94076 1.88363 -1.17652
H -2.15806 1.93759 -0.99417
H -1.41653 5.87185 0.50259
H 3.11266 -4.88680 -0.61621
H -3.17243 -0.89419 5.17466
H 0.83389 -2.73328 -8.36845
H 1.66184 2.93023 0.69615
H -2.04017 2.58912 3.33814
H 2.82875 2.10481 3.98725
H 2.11934 -3.67661 -6.48988
H -5.61277 1.89625 1.90381
H -6.75050 1.13315 3.96810
H 5.59653 -0.50340 1.15677
H 3.70362 -1.90280 1.89904
H 4.12103 -5.34853 -2.82593
H 1.41855 -1.38962 1.16147
H -0.69909 4.52697 3.99974
*
```

The HOMO energy (alpha / beta) is -7.244 / -7.684 eV. The expectation value of S² is 3.766. For the relative energy (zero: lowest compared OMol25 entry of this formula, charge and spin), the calculation gives 0.0 kcal per mole. The calculation puts the total energy at -219743.01092 eV. Its orbital gap (alpha / beta) is 7.3584 / 7.7155 eV.

=====

No. 2
The following is a quantum chemistry calculation of C37H29BrN7O4S2TaTe as an isolated structure, from the Open Molecules 2025 dataset.

The geometry in ORCA input format:
```
! RIJCOSX wB97M-V def2-TZVPD def2/J DEFGRID3
* xyz 2 1
Ta -0.23176 1.54195 -0.76943
Te -1.23570 -0.90321 -2.01513
Br -2.27687 2.77012 -1.44705
S 1.80378 -2.28374 -1.27528
S 0.85143 -2.03690 0.50883
O 1.14502 6.41172 4.48920
O 1.47226 0.86465 -0.36996
O 3.67510 0.58004 -0.84198
O -0.54502 5.85032 5.70783
N -0.80660 -3.94999 -0.35008
N 0.25762 3.44597 0.35054
N 0.17659 5.73011 4.75034
N -0.79153 1.28099 1.45938
N 3.69944 -3.19298 0.41893
N 4.30643 -2.58988 -1.80115
N 0.06773 -4.16898 1.85047
C 5.94350 -3.43924 -0.30175
C 2.61539 0.95101 -1.19760
C -0.59178 2.34974 2.27033
C 3.04894 1.70296 -3.54429
C -4.81067 0.83510 -3.65401
C -0.57544 -5.33321 2.01034
C -1.65230 0.07449 3.33840
C 1.04556 5.69313 0.43428
C 0.78208 4.50929 -0.25010
C 5.56256 -2.95992 -1.53931
C -5.41848 -0.35764 -1.22375
C -1.32219 -5.86763 0.96260
C -0.01514 3.51857 1.67909
C 3.47069 -2.73904 -0.79212
C -2.44884 -0.02809 -3.55196
C -0.06420 -3.57397 0.67948
C 0.77760 5.78032 1.77543
C 0.46714 2.80049 -3.63623
C -0.66635 3.50687 4.40745
C -4.14311 -0.49562 -1.76355
C -6.07968 0.96572 -3.11608
C -6.38337 0.37126 -1.89787
C 5.27080 -4.03252 2.06193
C 1.31053 2.88854 -4.73393
C -1.46580 1.15701 4.15951
C 0.24374 4.65982 2.44672
C 2.59116 2.34447 -4.69115
C -3.83597 0.10662 -2.97940
C -0.91596 2.33670 3.62491
C -0.10275 4.59137 3.84505
C 0.88324 2.13562 -2.46929
C -0.45907 -6.01583 3.33424
C -1.42028 -5.12851 -0.19875
C -3.10102 -1.31442 -1.04552
C 4.96476 -3.54281 0.68375
C -1.29857 0.17523 1.99345
C 2.19454 1.60857 -2.46557
H 6.27376 -2.86360 -2.35074
H -1.35589 -5.82818 3.92869
H -1.72683 1.11223 5.20938
H -0.91760 3.52173 5.45964
H 0.40099 -5.63440 3.87783
H 4.04254 1.27764 -3.48974
H -2.01856 0.92077 -3.86606
H 3.23724 2.42650 -5.55506
H 4.36080 -4.37984 2.54466
H 6.96548 -3.73134 -0.10725
H -7.37339 0.47513 -1.47513
H -2.40794 -0.72442 -4.39023
H 5.68613 -3.21687 2.65755
H 0.97869 6.69102 2.31590
H -1.81931 -6.82236 1.05974
H -5.65881 -0.82731 -0.27737
H -0.51814 3.24734 -3.68675
H -0.36985 -7.09421 3.21120
H -1.40996 -0.67365 1.33348
H 6.00872 -4.83301 2.04043
H -2.01115 -5.47794 -1.03752
H 1.45718 6.53367 -0.10516
H 0.97415 3.39172 -5.63086
H -2.05980 -0.85461 3.70947
H -4.57290 1.30358 -4.60128
H -3.04575 -1.09186 0.01642
H -6.83286 1.53400 -3.64464
H -3.24007 -2.38916 -1.15891
H 0.98392 4.42277 -1.30790
*
```

The HOMO energy is -13.200 eV. For the relative energy (zero: lowest compared OMol25 entry of this formula, charge and spin), the calculation gives 14.2 kcal per mole. The calculation puts the total energy at -158005.62212 eV. Its orbital gap is 5.7239 eV.

=====

No. 3
The following is a quantum chemistry calculation of C37H29F6N2O6PtS2Te as an isolated structure, from the Open Molecules 2025 dataset.

The geometry in ORCA input format:
```
! RIJCOSX wB97M-V def2-TZVPD def2/J DEFGRID3
* xyz -1 1
Pt 0.20791 0.84160 0.09577
Te 0.65610 2.35806 -2.13168
S 0.39391 3.97087 1.19652
S -2.13313 2.92259 0.55559
F 0.30906 3.53450 3.78378
F -2.82364 2.80586 3.09562
F 1.86522 2.42135 2.76180
F -4.38762 3.45988 1.74360
F 2.08176 4.55179 3.06846
F -2.81394 4.81980 2.30919
O -2.25031 3.93780 -0.44553
O -0.24300 5.23110 1.41120
O -2.64338 -3.85239 -2.45744
O -0.50363 -1.15658 -0.88492
O -2.72124 1.63710 0.34917
O 1.45752 3.88195 0.23334
N 2.19052 0.02781 -0.56183
N -0.62516 2.72913 1.11021
C 1.42089 0.44991 -5.98927
C -3.08249 3.55315 2.01966
C 3.77642 -1.07487 -2.01639
C 1.20610 3.57478 2.80410
C 0.14076 -4.47396 -2.07801
C 2.76571 2.06763 -1.82728
C -0.04936 -1.03993 -4.80501
C -4.03961 -2.71709 -0.29154
C 1.37028 -0.65194 2.39846
C -2.70158 -2.78792 2.13956
C -1.99503 -3.40975 -1.52414
C 2.47716 -1.01965 -1.25682
C 0.18455 -2.16097 -1.23320
C 6.14235 -1.17627 -3.47975
C -2.01234 -3.03867 0.96299
C 3.06333 1.20967 -0.60535
C 1.37254 1.34150 -4.92666
C -0.50919 -3.35987 -1.59582
C -4.05339 -2.47867 2.09851
C 4.92625 -1.01740 -4.13115
C -4.72098 -2.43359 0.88020
C 6.17407 -1.29306 -2.09708
C 0.71529 -0.74644 -5.92517
C 2.22083 -3.37493 -1.86851
C 2.24356 -5.75508 -2.69425
C 1.53070 -4.52393 -2.19607
C -0.90087 -0.50578 3.96752
C -0.92376 -0.02586 2.66363
C -0.10005 -0.14753 -3.73900
C 4.99447 -1.23966 -1.36753
C 1.61345 -2.19074 -1.41035
C 1.38846 -1.14753 3.69654
C 3.74615 -0.97745 -3.40387
C 0.25467 -1.06519 4.49392
C 0.22078 -0.06205 1.86716
C -2.68164 -3.01784 -0.25541
C 0.62593 1.03694 -3.79034
H 4.12347 0.94943 -0.61333
H 2.29645 -1.59205 4.08872
H 7.06294 -1.21438 -4.04851
H 3.29844 -3.38965 -1.98335
H -5.77298 -2.17899 0.84688
H 3.23433 3.04515 -1.73579
H 0.76063 -1.44708 -6.74993
H -4.58606 -2.26103 3.01636
H 3.02247 -6.07978 -2.00048
H 0.27031 -1.43729 5.51135
H 2.00834 0.68971 -6.86751
H 2.86344 1.78098 0.29785
H -4.54290 -2.70754 -1.24917
H -1.84039 0.38495 2.26265
H 2.79138 -0.87863 -3.90933
H -1.79962 -0.44715 4.57185
H 7.11853 -1.42760 -1.58484
H 2.72098 -5.58203 -3.66244
H -0.59922 -1.97148 -4.74234
H -0.67613 -0.38854 -2.85364
H -0.95067 -3.25106 0.99104
H 1.54500 -6.58377 -2.81608
H 3.11441 1.58440 -2.73994
H 4.89233 -0.93307 -5.21036
H 1.92468 2.27360 -4.98211
H 2.26465 -0.72058 1.79173
H -2.17360 -2.80796 3.08466
H -0.46116 -5.33212 -2.36091
H 5.01388 -1.33291 -0.28765
*
```

The HOMO energy is -4.795 eV. For the relative energy (zero: lowest compared OMol25 entry of this formula, charge and spin), the calculation gives 5.7 kcal per mole. The calculation puts the total energy at -102621.58757 eV. Its orbital gap is 6.9295 eV.